[1]
2 unconnected molecules or ions with the total composition C4H13N2, computed with wB97M-V/def2-TZVPD.

Structure (XYZ):
```
19
Properties=species:S:1:pos:R:3:forces:R:3:lowdin_charge:R:1
C -3.007 -1.419 0.310 0.60 1.27 -2.02 -0.07
C -1.578 -1.032 0.591 0.63 0.48 0.17 -0.12
C -1.112 0.201 0.841 -1.91 -0.81 -0.54 -0.11
N 0.322 0.324 1.030 1.62 -0.92 -1.02 0.15
H -3.706 -0.620 0.584 0.26 0.16 -0.60 0.09
H -3.079 -1.718 -0.811 -0.13 0.52 1.98 0.13
H -3.327 -2.205 0.918 -0.15 -1.68 0.74 0.06
H -0.799 -1.828 0.565 -0.72 0.32 -0.08 0.13
H -1.725 1.100 0.896 0.38 -0.19 0.03 0.13
H 0.558 -0.251 1.846 0.40 0.29 -0.11 0.17
H 0.835 -0.114 0.170 -0.25 0.71 1.61 0.13
H 0.730 1.265 1.153 -0.64 -0.41 -0.01 0.16
C 1.869 1.185 -1.419 -1.10 -0.73 -0.41 -0.17
N 2.652 0.142 -0.666 0.19 1.07 -1.62 -0.08
H 1.640 2.056 -0.797 -0.02 -0.10 -0.05 0.07
H 0.911 0.695 -1.745 0.67 0.76 0.02 0.08
H 2.368 1.572 -2.312 -0.01 -0.20 0.18 0.08
H 3.479 -0.007 -1.290 -0.78 -0.40 1.26 0.10
H 2.968 0.654 0.135 0.96 -0.15 0.46 0.05
```
Positions in Å, forces in eV/Å.

The net charge is +1. Its LUMO energy is -3.31 eV. For the HOMO-LUMO gap, the calculation gives 0.4002 Ha. Its electronic energy is -269.4165 Eh.

---

[2]
A gas-phase ion, C4H13N2 (charge +2), computed with wB97M-V/def2-TZVPD.

Structure (XYZ):
```
19
Properties=species:S:1:pos:R:3:forces:R:3:lowdin_charge:R:1
C -1.247 -0.958 1.679 -2.70 -0.77 2.44 -0.03
C -0.552 -0.035 0.746 -0.86 1.86 -2.03 -0.31
C 1.017 -0.075 0.514 0.16 -2.76 -0.89 -0.08
C 1.360 0.865 -0.625 0.62 1.84 3.65 -0.19
N 0.854 0.602 -1.967 2.03 -0.84 4.14 0.22
N -1.251 -0.216 -0.617 4.65 -0.99 -0.83 0.19
H -2.017 -1.732 1.241 2.05 1.11 0.49 0.15
H -1.999 -0.381 2.380 1.50 -0.56 -1.41 0.16
H -0.542 -1.385 2.392 -0.16 -0.54 -0.21 0.10
H -0.729 1.050 0.949 -0.14 -0.82 0.20 0.17
H 1.514 -0.047 1.542 -0.30 0.70 -1.71 0.19
H 1.290 -1.051 0.047 -0.47 -0.27 0.98 0.15
H 2.475 0.992 -0.781 0.16 -0.37 0.03 0.23
H 1.321 1.864 -0.049 -0.64 -0.11 -2.01 0.21
H 1.383 -0.270 -2.164 -1.20 -0.01 -1.19 0.19
H 1.170 1.400 -2.433 0.00 1.57 -2.45 0.14
H -2.135 0.147 -0.612 -3.18 1.78 -0.04 0.12
H -1.393 -1.249 -0.884 0.79 1.68 0.18 0.21
H -0.518 0.477 -1.358 -2.31 -2.51 0.66 0.20
```
Positions in Å, forces in eV/Å.

The net charge is +2. Its LUMO energy (alpha / beta) is -7.58 / -14.57 eV. For the HOMO-LUMO gap (alpha / beta), the calculation gives 0.4690 / 0.2095 Ha. As for the multiplicity: 2. Its electronic energy is -268.8670 Eh.

---

[3]
A gas-phase ion, C4H13N2 (charge +2), computed with wB97M-V/def2-TZVPD.

Structure (XYZ):
```
19
Properties=species:S:1:pos:R:3:forces:R:3:lowdin_charge:R:1
C 1.340 -0.527 -0.597 0.11 0.84 -0.30 -0.11
C 0.361 0.577 -0.974 -1.49 -0.21 0.59 -0.16
C -0.578 1.086 0.152 0.34 -0.15 -0.12 -0.15
C -1.600 0.106 0.772 1.10 -0.37 -0.28 -0.14
N -2.057 -1.012 0.002 -1.71 2.28 -1.46 0.33
N 2.213 -0.089 0.560 -0.08 0.21 0.38 0.22
H 0.794 -1.412 -0.302 0.25 -0.35 0.10 0.13
H 2.002 -0.734 -1.434 -0.01 -0.23 0.05 0.15
H -0.339 0.139 -1.692 0.36 -0.11 -0.37 0.12
H 0.721 1.457 -1.505 0.70 -0.18 0.15 0.14
H -0.100 1.559 1.014 0.34 -0.16 -0.09 0.12
H -1.089 1.923 -0.299 -0.62 0.16 -0.13 0.13
H -2.472 0.666 1.117 -0.15 -0.31 0.51 0.17
H -1.101 -0.389 1.631 -0.45 0.21 0.43 0.18
H -1.848 -1.028 -1.004 0.71 -0.63 0.24 0.16
H -3.073 -1.168 0.074 0.26 -0.89 0.66 0.18
H 1.817 -0.304 1.478 -0.05 -0.16 -0.07 0.18
H 2.295 0.932 0.549 0.41 -0.02 -0.10 0.18
H 3.151 -0.504 0.560 -0.01 0.05 -0.20 0.19
```
Positions in Å, forces in eV/Å.

The net charge is +2. Its LUMO energy (alpha / beta) is -7.25 / -12.50 eV. For the HOMO-LUMO gap (alpha / beta), the calculation gives 0.4963 / 0.3099 Ha. As for the multiplicity: 2. Its electronic energy is -268.9875 Eh.

---

[4]
2 unconnected molecules or ions with the total composition C4H13N2O, computed with wB97M-V/def2-TZVPD.

Structure (XYZ):
```
20
Properties=species:S:1:pos:R:3:forces:R:3:lowdin_charge:R:1
C 2.895 -1.294 -1.057 1.06 -4.44 -0.83 -0.02
C 1.835 -0.655 -0.252 0.14 3.35 1.21 -0.52
O 0.639 -0.517 -0.516 0.25 -1.17 -0.40 -0.03
N 2.279 0.124 0.827 -0.12 -0.58 0.76 0.14
H 3.623 -1.732 -0.291 -0.74 0.53 -1.15 0.10
H 3.506 -0.694 -1.756 -0.75 0.24 0.56 0.10
H 1.560 0.504 1.468 0.54 -0.47 -1.01 0.12
H 3.199 0.112 1.301 -0.73 -0.48 -1.05 0.13
H 2.536 -2.282 -1.716 0.54 2.84 1.87 0.16
C -2.448 0.141 0.340 1.82 -3.89 0.79 -0.25
C -3.258 1.060 1.217 -1.04 1.53 -3.49 -0.09
N -1.506 0.889 -0.627 -0.24 -1.90 -1.97 0.09
H -1.844 -0.645 1.054 -0.62 2.38 -1.82 0.17
H -2.940 -0.687 -0.322 0.11 2.11 1.08 0.15
H -2.668 1.818 1.720 0.22 0.15 -0.17 0.08
H -3.808 0.572 1.945 -0.91 -1.31 1.33 0.05
H -0.725 0.122 -1.020 -1.55 2.10 1.33 0.16
H -2.093 1.250 -1.461 1.29 -0.46 1.82 0.19
H -0.973 1.657 -0.193 -0.39 -0.38 -0.21 0.15
H -4.041 1.533 0.510 1.12 -0.16 1.36 0.12
```
Positions in Å, forces in eV/Å.

The net charge is +1. Its LUMO energy is -2.98 eV. For the HOMO-LUMO gap, the calculation gives 0.4131 Ha. Its electronic energy is -344.6953 Eh.

---

[5]
A gas-phase ion, C4H13N2O (charge +1), computed with wB97M-V/def2-TZVPD.

Structure (XYZ):
```
20
Properties=species:S:1:pos:R:3:forces:R:3:lowdin_charge:R:1
C -1.776 2.032 1.153 0.75 3.85 -1.35 -0.13
O -1.229 0.715 1.124 3.17 0.77 -0.90 -0.16
N 0.334 0.818 0.557 -3.69 1.11 -0.33 0.14
N 0.475 -0.372 -0.204 -1.79 -0.72 -0.25 -0.38
C -0.474 -0.406 -1.419 0.93 -1.32 1.24 0.06
C 1.853 -0.378 -0.772 1.04 -3.33 1.94 0.04
C 0.165 -1.559 0.658 -1.77 0.57 -2.13 0.06
H -2.791 2.057 1.539 0.14 -0.94 0.74 0.08
H -2.028 2.540 0.104 1.23 -1.43 1.66 0.12
H -1.141 2.865 1.753 -1.28 -2.32 -1.24 0.13
H 0.939 0.653 1.336 0.03 0.06 1.37 0.13
H -1.538 -0.531 -1.255 0.14 -0.78 0.91 0.11
H -0.439 0.567 -1.767 0.77 1.75 -1.67 0.09
H 0.049 -1.236 -1.923 -1.11 0.70 -0.83 0.13
H 2.476 0.327 -0.322 0.68 1.46 0.88 0.09
H 2.395 -1.395 -0.565 -1.37 1.73 -0.59 0.16
H 1.777 -0.197 -1.778 0.09 0.45 -2.33 0.07
H -0.346 -1.171 1.469 -0.96 0.27 1.73 0.08
H -0.472 -2.247 0.117 0.01 -0.12 -0.05 0.12
H 1.047 -1.983 0.873 2.99 -1.73 1.21 0.06
```
Positions in Å, forces in eV/Å.

The net charge is +1. Its LUMO energy is -3.51 eV. As for the SMILES: CON[N+](C)(C)C. For the HOMO-LUMO gap, the calculation gives 0.4106 Ha. Its electronic energy is -344.5169 Eh.

---

[6]
3 unconnected molecules or ions with the total composition C4H13N2O, computed with wB97M-V/def2-TZVPD.

Structure (XYZ):
```
20
Properties=species:S:1:pos:R:3:forces:R:3:lowdin_charge:R:1
C -1.680 0.250 -0.609 -0.88 0.15 2.91 -0.23
C -0.741 0.893 0.453 -0.13 2.92 -2.44 -0.20
C 0.116 -0.114 1.052 0.41 -0.82 0.17 -0.13
C -0.016 -0.554 2.330 -0.46 -0.09 1.92 0.14
N 3.322 0.341 -0.875 4.39 2.20 -1.00 0.07
N -2.541 -0.630 0.137 -1.74 0.72 0.60 0.10
H -0.955 -0.319 -1.274 0.53 0.00 -0.33 0.12
H -2.328 0.968 -1.150 0.70 -0.39 -0.69 0.15
H -0.190 1.603 -0.288 -0.12 -0.99 1.52 0.16
H -1.337 1.587 1.123 0.63 -1.20 -0.34 0.15
H 0.548 -1.387 2.837 -0.49 0.87 -1.15 0.11
H -0.720 -0.047 3.041 0.65 -0.35 -0.81 0.10
H 2.600 -0.261 -1.227 -0.90 -0.80 -0.06 -0.07
H 4.351 -0.129 -0.729 -3.55 1.38 -0.81 0.12
H 3.433 1.220 -1.568 -0.22 -2.72 2.14 0.11
H -3.192 -1.065 -0.516 -0.22 -0.09 0.41 0.10
H -3.138 -0.224 0.981 2.16 -1.12 -2.09 0.19
H 0.813 -0.626 0.390 -0.11 0.33 0.28 0.08
H 0.769 -0.938 -2.487 -0.30 -0.50 -1.07 0.02
O 0.886 -0.568 -1.620 -0.36 0.52 0.84 -0.10
```
Positions in Å, forces in eV/Å.

The net charge is +1. Its LUMO energy is -9.26 eV. For the HOMO-LUMO gap, the calculation gives 0.1511 Ha. Its electronic energy is -344.3930 Eh.

---

[7]
A gas-phase ion, C4H13N2O (charge +1), computed with wB97M-V/def2-TZVPD.

Structure (XYZ):
```
20
Properties=species:S:1:pos:R:3:forces:R:3:lowdin_charge:R:1
N -0.947 0.161 2.065 -0.36 -0.42 0.22 0.00
C -0.161 -1.029 1.713 1.36 -0.73 -0.12 -0.23
C 0.766 -0.789 0.489 -1.52 0.85 0.54 -0.12
C -0.012 -0.039 -0.596 0.59 -1.06 0.21 -0.29
N -0.361 1.354 -0.204 0.86 -0.17 -0.32 0.21
C 0.689 -0.078 -1.943 -0.17 0.89 -0.54 -0.18
O 0.237 1.029 -2.723 -0.13 0.11 0.18 -0.05
H -0.471 0.658 2.809 -0.14 0.01 0.13 0.10
H -1.857 -0.111 2.420 0.04 0.09 0.11 0.10
H 0.473 -1.363 2.539 0.01 0.25 0.10 0.12
H -0.718 -1.945 1.502 -0.76 0.55 -0.06 0.12
H 1.611 -0.178 0.782 0.59 -0.24 -0.05 0.12
H 1.015 -1.772 0.104 0.60 0.10 -0.11 0.13
H -0.963 -0.556 -0.667 -0.40 0.14 -0.26 0.16
H -0.888 1.268 0.682 0.10 -0.11 0.69 0.11
H -0.925 1.714 -0.936 -0.74 0.66 -1.05 0.14
H 0.448 1.972 -0.149 0.06 -0.09 0.26 0.18
H 1.779 -0.058 -1.906 0.04 0.17 0.42 0.14
H 0.416 -0.993 -2.413 -0.14 -0.90 -0.36 0.13
H -0.132 0.753 -3.567 0.12 -0.10 0.02 0.11
```
Positions in Å, forces in eV/Å.

The net charge is +1. Its LUMO energy is -2.87 eV. As for the SMILES: NCC[C@@H]([NH3+])CO. For the HOMO-LUMO gap, the calculation gives 0.4206 Ha. Its electronic energy is -344.7190 Eh.

---

[8]
A gas-phase ion, C4H13N2O (charge +1), computed with wB97M-V/def2-TZVPD.

Structure (XYZ):
```
20
Properties=species:S:1:pos:R:3:forces:R:3:lowdin_charge:R:1
N -2.233 -0.026 -0.193 -0.47 -0.55 0.90 0.00
C -1.543 1.145 0.377 0.02 -0.83 0.53 -0.20
C -0.161 0.727 0.858 -0.16 0.42 -0.22 -0.14
C 0.774 0.160 -0.211 0.02 -0.32 0.55 -0.25
N -0.055 -0.598 -1.234 1.33 0.66 -0.93 0.19
C 1.814 -0.742 0.451 -0.07 0.22 0.19 -0.24
O 2.891 -0.902 -0.432 0.06 -0.05 -0.16 -0.03
H -2.728 -0.587 0.506 0.05 0.37 -0.36 0.13
H -2.852 0.253 -0.922 -0.89 0.10 -0.28 0.10
H -2.084 1.526 1.251 0.01 0.38 -0.53 0.13
H -1.461 1.849 -0.433 -0.08 0.73 -0.03 0.12
H -0.294 0.031 1.682 0.12 -0.23 0.11 0.13
H 0.295 1.625 1.258 0.30 0.05 0.26 0.13
H 1.319 0.948 -0.733 -0.19 -0.06 -0.06 0.16
H -1.069 -0.639 -0.872 -0.55 0.18 0.25 0.06
H 0.279 -1.524 -1.406 0.61 -0.76 -0.15 0.15
H -0.061 -0.105 -2.136 0.07 -0.27 0.33 0.17
H 1.372 -1.707 0.731 -0.15 -0.03 -0.07 0.14
H 2.121 -0.273 1.398 -0.05 0.08 -0.25 0.14
H 3.675 -1.161 0.061 0.04 -0.08 -0.10 0.11
```
Positions in Å, forces in eV/Å.

The net charge is +1. Its LUMO energy is -2.95 eV. As for the SMILES: NCC[C@H]([NH3+])CO. For the HOMO-LUMO gap, the calculation gives 0.4171 Ha. Its electronic energy is -344.7164 Eh.

---

[9]
2 unconnected molecules or ions with the total composition C4H13N2O, computed with wB97M-V/def2-TZVPD.

Structure (XYZ):
```
20
Properties=species:S:1:pos:R:3:forces:R:3:lowdin_charge:R:1
C 0.612 1.866 -0.868 -2.01 -0.63 2.82 -0.09
C -0.633 0.958 -1.230 -0.40 0.71 0.43 -0.17
C -0.513 -0.454 -0.585 -1.24 -1.87 -3.83 -0.22
C -0.949 -1.654 -1.189 -0.04 1.09 3.21 -0.06
N -0.690 -2.835 -0.310 -1.31 0.42 -1.07 -0.02
N 0.313 -0.613 0.649 0.33 -1.57 0.74 0.17
H 1.547 1.331 -0.848 0.32 -0.39 -0.27 0.06
H 0.424 2.228 0.205 0.49 -0.22 -1.41 0.08
H 0.728 2.729 -1.469 -0.14 0.74 -0.75 0.06
H -1.661 1.428 -0.960 1.91 -0.55 0.09 0.14
H -0.704 0.957 -2.330 0.14 -0.89 0.42 0.11
H -1.701 -1.915 -2.018 1.57 1.50 0.89 0.15
H -1.632 -3.203 -0.063 0.68 0.38 0.09 0.10
H -0.387 -3.565 -0.941 0.54 -0.35 0.01 0.07
H 1.295 -1.022 0.397 -2.24 0.77 0.72 0.22
H 0.459 0.281 1.175 -0.09 -0.44 -0.21 0.10
H -0.203 -1.335 1.306 1.52 1.47 -1.67 0.20
H 1.644 2.174 2.655 -2.08 -1.41 0.00 0.12
H 1.178 1.136 3.626 -0.24 -0.48 0.61 0.04
O 0.875 1.507 2.798 2.30 1.73 -0.83 -0.08
```
Positions in Å, forces in eV/Å.

The net charge is +1. Its LUMO energy is -3.30 eV. For the HOMO-LUMO gap, the calculation gives 0.3844 Ha. Its electronic energy is -344.6591 Eh.

---

[10]
2 unconnected molecules or ions with the total composition C4H13N2O, computed with wB97M-V/def2-TZVPD.

Structure (XYZ):
```
20
Properties=species:S:1:pos:R:3:forces:R:3:lowdin_charge:R:1
C 1.268 0.794 1.244 1.94 -0.95 -3.16 0.03
C 0.616 -1.794 0.125 3.04 1.40 1.53 -0.02
C -1.647 -1.153 -0.198 -1.98 -1.18 -0.87 -0.02
C -0.017 0.455 0.515 -0.07 0.53 0.33 -0.34
N -0.786 1.537 0.432 -0.49 0.00 0.26 0.19
N -0.326 -0.740 0.058 0.19 2.58 2.15 -0.17
O 0.512 1.040 -2.063 1.90 0.84 0.21 -0.03
H 2.044 0.006 0.996 -0.85 1.01 0.61 0.10
H 1.156 0.851 2.301 -0.28 0.23 0.72 0.10
H 1.677 1.733 0.752 -0.50 -0.94 1.05 0.12
H 1.517 -1.390 -0.372 -0.14 -0.77 0.32 0.12
H 0.860 -2.128 1.165 -0.31 0.24 -0.82 0.14
H 0.265 -2.571 -0.431 -0.89 -2.26 -1.43 0.07
H -1.595 -1.580 -1.219 -0.77 0.15 0.41 0.12
H -1.880 -1.980 0.516 -0.04 0.56 -0.56 0.13
H -2.456 -0.393 -0.110 0.92 -0.40 -0.14 0.11
H -1.703 1.687 0.047 -0.01 -0.66 -0.16 0.13
H -0.340 2.375 0.739 -0.03 0.38 0.24 0.12
H -0.278 1.429 -2.391 -1.39 0.26 -0.66 0.03
H 1.110 1.822 -2.107 -0.24 -1.02 -0.03 0.08
```
Positions in Å, forces in eV/Å.

The net charge is +1. Its LUMO energy is -3.13 eV. For the HOMO-LUMO gap, the calculation gives 0.4072 Ha. Its electronic energy is -344.7092 Eh.

---

[11]
2 unconnected molecules or ions with the total composition C4H13N2O, computed with wB97M-V/def2-TZVPD.

Structure (XYZ):
```
20
Properties=species:S:1:pos:R:3:forces:R:3:lowdin_charge:R:1
C 0.628 -0.725 -1.513 -3.81 -0.46 -0.04 -0.07
C -0.160 0.568 -1.261 -2.19 -1.01 1.33 -0.09
C -0.281 1.022 0.253 4.92 2.39 -3.47 -0.22
C -1.347 1.723 0.719 0.24 0.68 2.37 0.26
N 0.986 1.455 0.766 -3.67 0.27 0.80 0.26
N -0.079 -1.902 -0.784 -0.41 1.96 1.08 0.21
H 1.602 -0.730 -1.161 2.03 0.13 0.26 0.11
H 0.474 -0.988 -2.561 0.74 0.18 0.01 0.15
H 0.138 1.341 -1.965 0.71 0.50 0.56 0.15
H -1.247 0.497 -1.539 0.90 -0.69 -0.12 0.14
H -2.214 1.998 0.166 -0.72 -0.44 -0.50 0.12
H -1.238 2.210 1.712 -0.32 -0.35 -0.62 0.14
H 0.379 -0.682 2.044 0.29 0.85 -0.04 0.00
H 1.802 1.774 0.284 0.78 -1.06 -1.48 0.15
H 0.859 2.214 1.419 -0.10 -0.20 1.20 0.13
H 0.319 -2.740 -1.157 -0.39 -1.11 -0.38 0.16
H -1.116 -1.784 -0.847 0.90 -0.84 -0.58 0.19
H 0.071 -1.925 0.254 0.30 0.00 -0.26 0.12
H 0.350 -1.751 3.035 -0.02 -0.81 0.55 0.09
O 0.075 -1.575 2.135 -0.16 0.01 -0.65 -0.02
```
Positions in Å, forces in eV/Å.

The net charge is +2. Its LUMO energy (alpha / beta) is -9.01 / -11.82 eV. For the HOMO-LUMO gap (alpha / beta), the calculation gives 0.3891 / 0.2914 Ha. As for the multiplicity: 2. Its electronic energy is -344.2212 Eh.

---

[12]
A molecular structure, C4H13N2O2, computed with wB97M-V/def2-TZVPD.

Structure (XYZ):
```
21
Properties=species:S:1:pos:R:3:forces:R:3:lowdin_charge:R:1
C 0.249 -0.067 -0.324 -0.83 -0.41 3.85 -0.15
C -0.645 0.984 0.319 1.01 0.06 -0.50 -0.22
C -2.069 0.486 0.371 -1.24 0.19 0.61 -0.42
O -2.568 0.272 -0.895 0.25 -0.31 0.00 -0.22
N 1.946 0.570 -0.294 -2.13 -0.11 -1.44 -0.04
C 2.736 -0.462 0.342 -0.47 -1.30 0.31 -0.45
N 4.172 -0.337 0.086 -0.80 0.72 -0.21 -0.02
H 0.488 -0.852 0.381 -0.56 -0.26 0.27 0.08
H -0.292 -0.590 -1.135 0.80 0.73 -0.69 0.13
H -0.267 1.174 1.335 0.01 0.20 -0.32 0.10
H -0.534 1.894 -0.320 -0.41 -0.42 0.67 0.12
H -2.202 -0.406 1.050 0.60 0.18 -0.60 0.12
H -2.692 1.217 0.947 0.31 0.19 -0.28 0.10
H 1.299 0.132 -1.066 2.65 0.58 -1.69 0.03
H 2.568 -0.412 1.429 0.11 -0.20 -0.09 0.10
H 2.469 -1.472 -0.021 -0.03 0.24 0.38 0.11
H 4.346 0.652 0.289 0.43 -0.23 -0.26 0.05
H 4.191 -0.426 -0.930 0.58 0.25 0.06 0.05
H -3.483 -0.443 -0.709 -0.56 -0.03 0.04 -0.04
H -5.278 -0.738 -0.513 0.36 -0.03 0.00 -0.08
O -4.434 -1.175 -0.341 -0.08 -0.01 -0.13 -0.36
```
Positions in Å, forces in eV/Å.

The net charge is -1. Its LUMO energy is 3.56 eV. For the HOMO-LUMO gap, the calculation gives 0.2799 Ha. Its electronic energy is -420.0720 Eh.